No. 1
Density functional theory data (ωB97M-V/def2-TZVPD) for 4 unconnected molecules or ions with the total composition C4H12O3 at a distorted geometry.

Last column: Löwdin charge in e.
Cartesian coordinates (Å):
C: -1.957 -2.289 0.517  -0.05
C: 0.657 -0.316 -1.294  0.15
O: 1.596 1.979 -0.997  -0.13
C: -0.103 -1.168 -0.539  -0.18
C: -1.419 -1.541 -0.645  0.01
H: -3.029 -2.421 0.484  0.08
H: -1.486 -3.253 0.582  0.10
H: -1.677 -1.716 1.398  0.11
H: 1.732 -0.356 -1.149  0.09
H: 0.401 0.211 -2.212  0.11
H: 2.325 1.349 -1.022  0.01
H: 0.469 -1.565 0.289  0.13
H: -2.044 -1.145 -1.441  0.13
H: -0.085 0.907 0.296  -0.04
H: 0.514 1.661 1.502  -0.03
O: 0.068 0.764 1.229  -0.14
H: 1.057 3.620 1.738  -0.02
H: 1.634 2.472 -0.040  0.00
O: 1.346 2.810 1.305  -0.34

Output
multiplicity	1
energy relative to the best compared isomer or geometry (same formula, charge and spin)	485.1	kJ/mol
max |F|	2.2	eV/A
total charge	0
HOMO	-8.077	eV

***

No. 2
Density functional theory data (ωB97M-V/def2-TZVPD) for 20 unconnected molecules or ions with the total composition C80H160O40 at a distorted geometry.

Last column: Löwdin charge in e.
Cartesian coordinates (Å):
O: 5.019 6.577 -5.209  0.09
C: 4.937 5.681 -4.390  -0.54
O: 3.899 4.902 -4.180  -0.03
C: 2.880 5.039 -5.151  -0.21
C: 2.059 6.275 -4.894  -0.05
C: 6.017 5.370 -3.393  0.03
H: 2.286 4.125 -5.120  0.11
H: 3.475 5.033 -6.060  0.13
H: 2.651 7.177 -4.951  0.07
H: 1.404 6.265 -4.008  0.08
H: 1.346 6.417 -5.728  0.09
H: 6.191 4.312 -3.235  0.08
H: 5.646 5.554 -2.421  0.04
H: 6.943 5.907 -3.593  0.09
O: -4.216 1.301 -3.438  0.06
C: -5.014 2.233 -3.441  -0.53
O: -5.247 3.038 -2.404  0.00
C: -4.763 2.702 -1.071  -0.20
C: -5.694 3.226 -0.046  -0.05
C: -5.920 2.508 -4.590  0.02
H: -3.805 3.246 -0.910  0.12
H: -4.669 1.631 -1.056  0.09
H: -5.676 4.318 0.020  0.05
H: -5.404 2.810 0.937  0.09
H: -6.718 2.920 -0.211  0.08
H: -5.689 1.784 -5.375  0.09
H: -5.919 3.545 -4.890  0.09
H: -6.956 2.299 -4.361  0.09
O: -2.641 8.301 3.968  0.08
C: -3.036 9.002 3.051  -0.51
O: -3.621 8.579 1.928  -0.02
C: -3.896 7.217 1.715  -0.21
C: -5.130 7.291 0.826  -0.05
C: -3.087 10.505 3.226  0.02
H: -4.060 6.721 2.645  0.12
H: -3.028 6.836 1.154  0.13
H: -5.021 7.983 0.024  0.06
H: -5.991 7.675 1.372  0.08
H: -5.374 6.250 0.486  0.07
H: -2.765 10.688 4.247  0.09
H: -3.944 11.055 2.867  0.08
H: -2.220 10.934 2.726  0.08
O: 4.444 5.654 3.886  0.10
C: 4.853 5.009 2.970  -0.53
O: 4.322 3.802 2.533  -0.02
C: 2.989 3.573 3.021  -0.23
C: 2.627 2.109 2.895  -0.05
C: 6.133 5.342 2.221  0.03
H: 2.243 4.034 2.389  0.10
H: 2.917 3.954 4.065  0.13
H: 2.332 1.912 1.880  0.05
H: 1.720 2.041 3.550  0.09
H: 3.419 1.409 3.244  0.08
H: 6.687 6.154 2.668  0.08
H: 5.773 5.609 1.189  0.09
H: 6.695 4.391 2.137  0.09
O: -0.801 3.956 4.840  0.09
C: -0.384 4.459 5.846  -0.55
O: 0.138 5.675 5.993  0.00
C: -0.097 6.646 4.981  -0.23
C: 1.192 7.440 4.876  -0.05
C: -0.168 3.606 7.055  0.02
H: -0.964 7.203 5.270  0.10
H: -0.419 6.146 4.052  0.11
H: 2.036 6.713 4.762  0.08
H: 1.377 7.966 5.789  0.06
H: 1.177 8.203 4.046  0.09
H: -1.104 3.178 7.316  0.07
H: 0.198 4.176 7.945  0.10
H: 0.488 2.747 6.825  0.08
O: 3.624 -2.596 -4.982  0.06
C: 3.914 -3.252 -5.990  -0.50
O: 3.825 -4.587 -6.144  0.01
C: 3.604 -5.275 -4.887  -0.23
C: 4.750 -5.265 -3.973  -0.08
C: 4.178 -2.649 -7.352  0.04
H: 3.270 -6.262 -5.143  0.12
H: 2.702 -4.824 -4.398  0.11
H: 4.421 -5.936 -3.203  0.06
H: 4.953 -4.306 -3.479  0.09
H: 5.652 -5.736 -4.368  0.09
H: 4.237 -3.372 -8.139  0.08
H: 5.080 -2.056 -7.388  0.08
H: 3.396 -1.896 -7.527  0.09
O: -0.475 -9.193 -0.996  0.11
C: 0.060 -8.296 -0.413  -0.58
O: 0.991 -7.476 -0.903  -0.03
C: 1.235 -7.518 -2.289  -0.21
C: 0.021 -7.091 -3.175  -0.05
C: -0.123 -7.989 1.039  0.05
H: 1.501 -8.585 -2.477  0.14
H: 2.093 -6.922 -2.476  0.09
H: -0.702 -7.877 -2.975  0.06
H: 0.463 -7.178 -4.206  0.10
H: -0.308 -6.085 -2.936  0.06
H: -0.918 -7.235 1.159  0.09
H: 0.743 -7.548 1.428  0.05
H: -0.421 -8.966 1.487  0.11
O: -5.522 -0.895 6.990  0.12
C: -4.427 -0.478 6.843  -0.56
O: -3.841 -0.151 5.653  -0.05
C: -4.492 -0.424 4.334  -0.16
C: -3.583 0.311 3.399  -0.08
C: -3.421 -0.245 7.932  0.03
H: -5.516 0.033 4.305  0.14
H: -4.426 -1.538 4.137  0.12
H: -3.411 1.301 3.754  0.07
H: -4.074 0.340 2.406  0.07
H: -2.605 -0.220 3.243  0.07
H: -2.478 0.008 7.553  0.04
H: -3.453 -1.114 8.581  0.09
H: -3.884 0.550 8.535  0.10
O: 2.392 0.120 -0.435  0.04
C: 3.367 -0.597 -0.182  -0.50
O: 3.416 -1.772 -0.805  -0.01
C: 2.550 -2.082 -1.947  -0.18
C: 2.223 -3.539 -1.997  -0.06
C: 4.441 -0.298 0.865  0.04
H: 3.050 -1.751 -2.852  0.10
H: 1.530 -1.582 -1.883  0.10
H: 1.668 -3.837 -1.137  0.08
H: 3.118 -4.147 -2.190  0.06
H: 1.602 -3.670 -2.870  0.05
H: 4.855 0.613 0.577  0.06
H: 5.186 -1.124 0.876  0.09
H: 4.069 -0.094 1.921  0.09
O: 2.143 -5.335 2.329  0.09
C: 2.980 -5.979 2.916  -0.52
O: 3.885 -6.726 2.278  -0.04
C: 4.010 -6.663 0.838  -0.18
C: 4.812 -5.394 0.512  -0.06
C: 3.194 -6.171 4.434  0.04
H: 3.007 -6.675 0.389  0.10
H: 4.604 -7.521 0.552  0.12
H: 5.758 -5.302 1.139  0.09
H: 4.263 -4.445 0.633  0.06
H: 5.005 -5.393 -0.619  0.08
H: 4.221 -6.496 4.537  0.08
H: 2.359 -6.765 4.885  0.10
H: 2.971 -5.229 4.945  0.07
O: -0.012 -3.779 -4.674  0.07
C: -1.150 -3.769 -5.106  -0.53
O: -1.655 -2.705 -5.761  -0.02
C: -0.728 -1.537 -5.837  -0.14
C: 0.508 -1.720 -6.780  -0.04
C: -2.144 -4.890 -5.057  0.04
H: -0.393 -1.300 -4.842  0.10
H: -1.382 -0.793 -6.246  0.11
H: 1.247 -2.425 -6.360  0.06
H: 1.113 -0.785 -6.842  0.08
H: 0.150 -2.023 -7.715  0.06
H: -2.528 -4.977 -6.042  0.08
H: -2.937 -4.672 -4.339  0.09
H: -1.520 -5.711 -4.680  0.06
O: 3.136 1.271 -6.395  0.06
C: 3.269 1.067 -5.184  -0.48
O: 4.480 0.874 -4.557  -0.05
C: 5.658 0.804 -5.423  -0.18
C: 6.571 -0.154 -4.699  -0.05
C: 2.278 1.104 -4.101  0.03
H: 6.067 1.797 -5.421  0.12
H: 5.235 0.523 -6.356  0.10
H: 6.616 0.028 -3.641  0.07
H: 7.555 -0.024 -5.110  0.07
H: 6.188 -1.167 -4.773  0.07
H: 1.753 0.178 -4.013  0.08
H: 1.379 1.771 -4.307  0.10
H: 2.712 1.402 -3.218  0.04
O: -3.888 -5.979 0.974  0.12
C: -4.032 -6.558 -0.044  -0.53
O: -5.213 -7.089 -0.401  -0.03
C: -6.454 -6.747 0.356  -0.18
C: -7.026 -5.435 -0.128  -0.09
C: -3.012 -6.909 -1.139  0.04
H: -6.148 -6.579 1.395  0.11
H: -7.183 -7.569 0.312  0.12
H: -8.096 -5.301 0.225  0.10
H: -7.098 -5.381 -1.269  0.10
H: -6.425 -4.590 0.199  0.04
H: -2.091 -6.531 -0.789  0.05
H: -3.110 -6.377 -2.092  0.08
H: -3.007 -7.999 -1.280  0.10
O: 2.249 -2.120 4.480  0.08
C: 1.351 -1.969 3.667  -0.55
O: 0.164 -1.595 4.035  0.00
C: 0.022 -1.239 5.430  -0.21
C: 0.084 0.195 5.661  -0.07
C: 1.391 -2.108 2.216  0.04
H: 0.618 -1.936 5.973  0.11
H: -1.042 -1.508 5.627  0.13
H: 1.059 0.584 5.945  0.08
H: -0.594 0.458 6.523  0.08
H: -0.267 0.739 4.806  0.08
H: 2.298 -2.431 1.760  0.08
H: 0.978 -1.260 1.783  0.07
H: 0.537 -2.712 1.866  0.10
O: -6.160 -3.845 2.794  0.07
C: -5.298 -3.939 3.652  -0.58
O: -4.045 -3.540 3.414  -0.07
C: -3.819 -3.010 2.048  -0.17
C: -2.303 -2.763 2.082  -0.05
C: -5.354 -4.581 4.952  0.03
H: -4.504 -2.118 2.006  0.10
H: -4.205 -3.713 1.340  0.08
H: -1.969 -3.149 1.079  0.08
H: -1.924 -3.535 2.776  0.09
H: -1.854 -1.778 2.318  0.06
H: -4.348 -4.765 5.208  0.08
H: -5.991 -5.440 4.788  0.09
H: -5.934 -3.825 5.629  0.14
O: -5.889 -0.453 0.923  0.04
C: -6.613 -1.264 0.326  -0.50
O: -6.277 -1.835 -0.830  -0.01
C: -5.072 -1.432 -1.474  -0.22
C: -5.324 -1.666 -2.943  -0.06
C: -8.042 -1.579 0.757  0.03
H: -4.301 -2.131 -1.194  0.11
H: -4.645 -0.439 -1.256  0.09
H: -6.016 -0.927 -3.319  0.07
H: -5.856 -2.605 -3.108  0.08
H: -4.445 -1.566 -3.576  0.08
H: -8.688 -1.889 -0.181  0.13
H: -8.402 -0.623 1.083  0.07
H: -8.061 -2.278 1.592  0.07
O: -0.374 1.549 -1.584  0.07
C: -0.599 1.529 -0.381  -0.50
O: -1.253 0.514 0.220  0.00
C: -1.946 -0.295 -0.698  -0.27
C: -1.151 -1.340 -1.411  -0.05
C: -0.307 2.562 0.657  0.05
H: -2.474 0.388 -1.444  0.14
H: -2.635 -0.887 -0.083  0.10
H: -0.229 -0.781 -1.807  0.08
H: -1.741 -1.936 -2.188  0.11
H: -0.740 -1.926 -0.597  0.06
H: 0.676 3.069 0.552  0.07
H: -0.318 2.059 1.631  0.09
H: -1.098 3.327 0.623  0.10
O: 6.459 -4.280 3.477  0.07
C: 6.851 -3.131 3.487  -0.53
O: 6.318 -2.228 4.314  -0.02
C: 5.300 -2.752 5.287  -0.18
C: 4.871 -1.692 6.271  -0.06
C: 7.786 -2.505 2.434  0.03
H: 5.898 -3.562 5.763  0.13
H: 4.464 -3.148 4.684  0.10
H: 5.604 -1.593 7.057  0.07
H: 3.954 -2.072 6.646  0.06
H: 4.767 -0.743 5.771  0.08
H: 7.641 -1.470 2.318  0.06
H: 7.691 -3.075 1.515  0.08
H: 8.802 -2.652 2.739  0.07
O: -2.814 5.484 -1.685  0.11
C: -2.683 5.708 -2.827  -0.55
O: -2.056 4.923 -3.692  0.01
C: -1.506 3.719 -3.220  -0.25
C: -1.354 2.754 -4.349  -0.05
C: -3.269 7.016 -3.500  0.03
H: -2.168 3.338 -2.438  0.09
H: -0.650 3.965 -2.593  0.11
H: -0.709 3.080 -5.119  0.05
H: -2.383 2.525 -4.751  0.09
H: -0.860 1.794 -4.031  0.08
H: -2.432 7.684 -3.414  0.06
H: -4.101 7.412 -2.877  0.08
H: -3.510 6.975 -4.599  0.09
O: 3.899 5.539 -0.929  0.07
C: 2.844 4.915 -0.949  -0.45
O: 1.833 5.274 -0.081  -0.05
C: 2.099 6.372 0.804  -0.21
C: 0.758 6.912 1.159  -0.07
C: 2.562 3.640 -1.745  0.03
H: 2.655 7.124 0.207  0.14
H: 2.551 6.067 1.780  0.12
H: -0.033 6.142 1.286  0.09
H: 0.402 7.571 0.412  0.06
H: 0.661 7.385 2.135  0.05
H: 3.481 3.370 -2.305  0.09
H: 1.733 3.814 -2.416  0.07
H: 2.260 2.818 -0.999  0.10

Output
multiplicity	1
energy relative to the best compared isomer or geometry (same formula, charge and spin)	240.6	kJ/mol
max |F|	4.1	eV/A
total charge	0
HOMO	-10.067	eV

***

No. 3
Density functional theory data (ωB97M-V/def2-TZVPD) for a molecular structure, C27H56Cl4F3IMgN4O15P2S3 at a distorted geometry.

Last column: Löwdin charge in e.
Cartesian coordinates (Å):
C: 6.221 -1.525 0.816  -0.10
C: 6.489 -1.452 -0.687  -0.24
C: 5.396 -0.702 -1.471  -0.21
C: 4.763 -1.534 -2.602  -0.19
C: 3.283 -1.228 -2.884  -0.20
C: 2.314 -2.189 -2.164  -0.17
C: 1.238 -1.476 -1.311  -0.30
C: 1.137 -2.049 0.132  -0.43
C: 2.573 -1.913 0.746  -0.11
C: 2.618 -2.146 2.270  -0.11
C: 2.773 -0.908 3.126  -0.24
C: 2.212 -0.922 4.398  -0.05
C: 2.317 0.189 5.213  -0.10
C: 2.992 1.322 4.805  -0.09
C: 3.573 1.344 3.550  -0.06
C: 3.457 0.228 2.738  -0.08
C: 0.287 -1.249 1.096  -0.60
Cl: 0.622 0.451 1.068  0.82
C: -0.589 -1.677 1.996  -0.73
C: -0.931 -3.105 2.278  -0.12
Cl: -1.405 -0.509 3.000  0.67
O: 0.933 -3.451 0.062  -0.15
S: -0.140 -4.060 -0.978  0.56
O: -1.162 -4.796 -0.321  -0.31
O: 0.620 -4.858 -1.868  -0.22
C: -1.018 -2.681 -1.900  -0.73
I: -2.835 -2.301 -0.713  1.11
P: -1.679 -3.487 -3.472  0.36
N: -0.626 -4.084 -4.433  -0.17
O: -2.569 -2.397 -4.287  -0.21
O: -2.609 -4.638 -3.016  -0.19
C: -0.100 -1.385 -2.097  -0.81
Cl: 0.223 -1.056 -3.867  0.70
P: -1.098 0.199 -1.608  0.82
C: -2.354 0.490 -2.908  -0.37
C: 0.144 1.574 -1.929  -0.40
H: 5.999 -0.537 1.211  0.06
H: 5.444 -2.240 1.069  0.06
H: 7.110 -1.864 1.345  0.07
H: 7.452 -0.961 -0.797  0.10
H: 6.617 -2.470 -1.050  0.10
H: 4.673 -0.252 -0.789  0.08
H: 5.915 0.132 -1.946  0.10
H: 4.912 -2.587 -2.368  0.11
H: 5.359 -1.351 -3.493  0.11
H: 3.162 -1.282 -3.963  0.09
H: 3.114 -0.189 -2.587  0.04
H: 1.875 -2.877 -2.879  0.09
H: 2.956 -2.830 -1.571  0.10
H: 1.571 -0.455 -1.182  0.07
H: 3.210 -2.686 0.337  0.12
H: 2.973 -0.948 0.465  0.08
H: 3.520 -2.729 2.463  0.12
H: 1.795 -2.762 2.611  0.10
H: 1.684 -1.797 4.748  0.11
H: 1.887 0.197 6.205  0.09
H: 3.086 2.201 5.424  0.10
H: 4.097 2.209 3.179  0.11
H: 3.900 0.288 1.756  0.09
H: -1.295 -3.152 3.305  0.07
H: -0.074 -3.763 2.261  0.08
H: -1.723 -3.516 1.664  0.02
H: -0.838 -5.100 -4.447  0.01
H: -3.429 -2.309 -3.853  0.06
H: -3.522 -4.504 -3.296  0.10
H: -1.943 0.622 -3.901  0.02
H: -2.780 1.452 -2.629  0.01
H: -3.154 -0.235 -2.849  -0.02
H: -0.123 2.342 -2.719  -0.15
H: 1.110 1.165 -2.272  -0.05
H: 0.225 2.162 -1.021  -0.02
N: -3.075 0.319 5.966  0.33
H: -2.337 0.750 6.526  0.16
H: -3.766 1.032 5.707  0.16
H: -2.666 -0.088 5.119  0.06
H: -3.533 -0.414 6.509  0.16
F: -1.650 -6.644 -3.255  -0.71
N: -0.019 -2.892 -7.217  0.30
H: 0.814 -3.421 -7.471  0.14
H: -0.804 -3.193 -7.793  0.15
H: -0.244 -3.073 -6.197  0.07
H: 0.149 -1.897 -7.363  0.14
C: -6.678 0.734 8.275  -0.06
C: -5.788 1.938 8.558  -0.52
C: -6.213 2.647 9.833  -0.06
O: -5.827 2.835 7.447  -0.06
H: -7.713 1.048 8.134  0.09
H: -6.369 0.231 7.355  0.06
H: -6.643 0.013 9.092  0.08
H: -4.746 1.614 8.653  0.12
H: -7.237 3.018 9.739  0.09
H: -5.574 3.509 10.021  0.08
H: -6.162 1.981 10.694  0.09
H: -6.734 3.140 7.338  0.09
O: -3.120 3.593 -5.280  -0.20
H: -2.383 4.018 -5.743  -0.03
H: -3.895 3.813 -5.811  0.04
N: 0.223 5.056 -0.784  -0.28
S: 1.389 4.619 0.137  0.48
O: 1.828 5.504 1.150  -0.23
O: 2.423 3.858 -0.567  -0.46
F: 0.636 3.513 0.976  -0.19
S: 0.618 6.245 -1.790  0.47
O: -0.511 6.843 -2.384  -0.24
O: 1.766 5.975 -2.599  -0.30
F: 1.130 7.377 -0.794  -0.18
C: -1.664 5.987 -6.143  -0.83
O: -0.709 5.931 -5.325  -0.05
O: -2.616 6.963 -5.813  0.03
O: -1.863 5.313 -7.164  -0.03
H: -2.197 7.296 -5.003  0.09
Mg: 2.879 2.748 -2.198  1.06
O: -3.899 -0.858 -6.499  -0.06
H: -4.441 -0.475 -5.804  0.04
H: -3.236 -1.379 -6.034  -0.01
Cl: -1.376 3.483 -3.407  0.32

Output
multiplicity	1
max |F|	3.1	eV/A
total charge	0
HOMO	-6.162	eV

***

No. 4
Density functional theory data (ωB97M-V/def2-TZVPD) for C6H12 in the gas phase at a distorted geometry.

Last column: Löwdin charge in e.
Cartesian coordinates (Å):
C: 0.285 -1.897 0.175  0.03
C: -0.130 -0.629 0.188  -0.32
C: -0.239 0.131 -1.125  -0.20
C: 1.029 -0.032 -2.017  -0.10
C: -0.189 0.097 1.525  -0.21
C: -0.952 1.425 1.540  -0.12
H: 0.679 -2.418 -0.685  0.06
H: 0.363 -2.418 1.122  0.06
H: -0.542 1.163 -1.008  0.08
H: -0.994 -0.407 -1.700  0.11
H: 1.201 0.874 -2.615  0.07
H: 0.900 -0.966 -2.545  0.06
H: 1.988 0.039 -1.504  0.07
H: 0.846 0.357 1.762  0.12
H: -0.670 -0.599 2.212  0.11
H: -0.565 2.181 0.864  0.06
H: -1.007 1.830 2.549  0.07
H: -2.003 1.269 1.262  0.08

Output
multiplicity	1
energy relative to the best compared isomer or geometry (same formula, charge and spin)	143.6	kJ/mol
max |F|	1.7	eV/A
total charge	0
HOMO	-8.951	eV

***

Q: What is the formula in the third record?
A: C27H56Cl4F3IMgN4O15P2S3